# 1
{"formula": "C4H8NO", "method": "the ωB97M-V functional and the def2-TZVPD basis", "species": ["H", "N", "H", "H", "H", "H", "H", "H", "C", "C", "O", "H", "C", "C"], "xyz": [[-1.19208, -1.03353, 2.95275], [-0.41924, -1.57647, 3.18886], [0.05689, 3.11998, -2.15682], [-0.81043, 2.34110, -3.60801], [2.11325, 0.06153, -2.20648], [-0.77415, -2.53349, 3.29873], [0.71565, -0.46075, -0.85895], [-0.09253, -1.10159, 4.02307], [-0.18784, 2.21420, -2.73695], [0.90313, -1.19308, 0.62032], [-0.01779, -1.60945, 1.15703], [2.04620, -1.03780, 0.74447], [0.35880, 1.10929, -2.34622], [1.14641, 0.26267, -1.76603]], "atomic_forces_ev_per_a": [[-1.8, 1.0, -0.7], [0.6, -0.6, 1.9], [-0.2, -0.5, -0.4], [-0.2, -0.2, 0.0], [0.2, -0.5, 0.5], [0.5, 0.6, 0.6], [0.7, 1.4, -2.0], [0.2, -0.9, 0.5], [-0.1, 0.9, -0.1], [0.7, -1.2, 1.9], [1.8, 1.0, -3.5], [-1.9, 0.0, -0.4], [0.3, 0.3, 1.0], [-0.9, -1.3, 0.8]], "total_charge": 1, "homo_lumo_gap_ev": 7.146, "homo_ev": -13.698, "molar_mass_g_mol": 86.11, "e_above_lowest_kcal_mol": 136.3, "lumo_energy_ha": -0.2408}



# 2
{"formula": "C50H47AsN3O4PbSSi", "method": "the ωB97M-V functional and the def2-TZVPD basis", "species": ["H", "H", "S", "C", "H", "H", "C", "N", "C", "H", "Pb", "C", "H", "H", "C", "N", "C", "C", "C", "As", "C", "C", "H", "O", "C", "C", "C", "H", "H", "C", "C", "C", "H", "H", "C", "H", "H", "H", "H", "C", "H", "C", "H", "H", "C", "H", "C", "C", "H", "N", "C", "H", "C", "C", "C", "Si", "H", "H", "H", "C", "O", "C", "C", "C", "H", "C", "H", "C", "C", "C", "H", "H", "O", "C", "H", "H", "H", "C", "H", "C", "H", "C", "H", "C", "H", "H", "H", "C", "C", "C", "C", "C", "H", "H", "H", "C", "H", "H", "C", "C", "C", "H", "O", "H", "C", "C", "H", "H"], "xyz": [[1.70043, 2.34909, 2.71034], [7.14011, 0.19140, 1.61736], [-2.16442, -0.36010, -3.09398], [-0.07975, 1.58919, -0.76849], [4.52935, 0.51856, -1.75576], [-0.52308, 5.25237, 4.35717], [-5.19472, 1.21787, -1.04019], [-3.44653, -1.48720, -1.06533], [4.85766, -2.03103, 0.44757], [-3.15397, 6.18377, 1.10752], [-0.78402, -0.70369, -0.79834], [4.68675, -0.97748, -4.05436], [-4.31041, -2.35278, 0.58582], [1.53362, -1.25593, 3.12846], [3.38119, -3.65354, -2.65842], [1.53888, 0.43062, 1.88636], [-4.25269, 1.05189, 1.19131], [-2.44929, 3.14716, 2.48961], [-0.41433, 3.96205, -1.25332], [2.96619, -1.96901, -1.82348], [-4.43087, -2.17053, -0.47873], [6.37276, -0.23177, 0.97866], [-2.28349, -1.15486, 3.88000], [2.37433, -3.09794, 0.17461], [3.44155, -0.88872, -3.42882], [-4.60123, 0.98686, 6.10969], [4.91409, -0.36320, -5.27720], [-1.00372, 4.74240, -1.72667], [1.77105, 1.02000, 3.88460], [2.07477, 1.34284, 2.88748], [2.38104, -4.25188, -3.40949], [1.95136, 0.85723, 0.53418], [1.85395, 1.00949, -5.75747], [-4.48521, 2.45920, 4.55133], [-6.50048, 0.26345, 0.74101], [1.46419, -0.09750, -3.57085], [-4.62298, -1.44646, -4.20378], [1.38140, -3.83562, -3.39061], [-3.72922, 3.79810, 0.88612], [4.67107, -4.16320, -2.66374], [-1.14173, 2.87555, 4.17355], [-1.56234, 3.59297, 3.47502], [-3.21606, 1.85260, -0.52024], [-7.41748, -0.20039, 1.08819], [4.37523, -1.31159, -0.64211], [-6.48286, -2.69217, -3.09214], [5.89933, 0.48716, -0.11107], [-5.54390, -2.62851, -1.15854], [4.44310, -3.00382, 0.66836], [2.11023, -4.31297, 0.49219], [0.72886, 4.29494, -0.53802], [-4.53324, -0.65403, 7.49639], [-3.02238, 4.10701, 1.64858], [-1.79413, 5.86868, 2.73593], [4.90718, -0.05217, -0.91881], [-2.81587, 1.30824, 2.35128], [4.06659, 0.81612, -6.86109], [-1.66210, 2.38713, -1.98833], [3.00060, 1.17481, 0.57087], [1.95280, -0.94611, 2.16869], [-1.53107, 0.42373, 1.85768], [4.95867, -5.29157, -3.41687], [-5.44752, 0.46727, 1.62279], [3.89257, 0.34907, -5.89824], [5.88577, -0.44593, -5.75303], [-4.60412, -1.66421, -3.14313], [5.44273, -3.69874, -2.05936], [-3.33585, 0.70894, 4.05531], [5.85370, -1.49192, 1.25110], [-4.17060, 1.47065, 4.88058], [-7.18926, 0.46091, -1.28355], [-5.08496, 1.49429, -2.08282], [1.36695, -1.53844, -1.70039], [-4.19900, -0.27345, 6.53801], [1.89788, -0.01436, -0.11435], [6.22114, -2.05748, 2.09958], [-5.55137, 0.16543, 2.66091], [2.42983, -0.16682, -4.05454], [1.58516, -1.62017, 1.39237], [-3.50240, -1.23446, -2.38281], [3.17545, 1.37052, 2.85122], [-0.78895, 2.62512, -1.38006], [4.18424, -6.78658, -4.74859], [-6.37528, 0.63872, -0.59094], [1.04260, 5.32898, -0.44915], [-3.04264, -2.02223, 6.07156], [3.04660, -1.04377, 2.21117], [1.48832, 3.27834, 0.03160], [-2.93648, -0.55302, 4.50735], [3.95907, -5.90313, -4.16317], [-3.36322, -1.04206, 5.73771], [-2.70014, 5.45389, 1.77028], [-1.53994, 6.91830, 2.83304], [5.49061, -1.52698, -3.57958], [-6.32248, -3.17373, -0.64057], [-1.22537, 4.93440, 3.59485], [-5.24750, 1.59222, 6.73549], [-0.55805, 0.66414, 2.00352], [1.08423, 1.94775, -0.06611], [-4.14606, 1.42264, -0.15538], [2.65395, 0.45302, -5.28181], [5.96442, -5.69361, -3.42063], [2.73558, -5.15601, -0.10918], [6.30037, 1.46833, -0.33499], [2.67084, -5.38428, -4.15575], [-5.62231, -2.35775, -2.52143], [1.89002, -5.86150, -4.73294], [2.41667, 3.52097, 0.54434]], "atomic_forces_ev_per_a": [[0.0, 0.1, 0.0], [0.0, 0.0, 0.0], [-0.1, 0.1, -0.1], [0.0, 0.0, -0.2], [0.0, 0.0, 0.0], [0.0, 0.0, 0.0], [-0.1, 0.1, 0.0], [-0.4, -0.1, 0.0], [0.2, -0.1, -0.1], [0.0, -0.1, 0.0], [0.5, -0.1, 0.3], [-0.1, 0.1, 0.0], [0.0, 0.0, 0.0], [0.0, 0.0, 0.0], [-0.1, 0.0, 0.1], [-0.4, 0.2, 0.1], [0.0, -0.1, -0.2], [0.0, 0.1, -0.1], [0.1, 0.0, 0.0], [0.2, 0.4, -0.4], [0.2, 0.0, -0.2], [-0.1, 0.0, 0.0], [-0.1, 0.0, 0.1], [-0.3, -0.3, -0.2], [-0.1, -0.2, -0.2], [0.0, 0.0, 0.0], [0.0, 0.0, 0.0], [0.0, -0.1, 0.0], [0.0, 0.0, 0.0], [-0.1, -0.1, -0.1], [0.0, 0.0, 0.1], [-0.2, 0.0, 0.3], [0.0, 0.0, 0.0], [0.0, -0.1, 0.1], [0.0, 0.0, 0.0], [0.0, 0.0, 0.0], [0.0, 0.0, 0.0], [0.0, 0.0, 0.0], [0.0, 0.0, 0.0], [0.0, 0.0, 0.1], [0.1, 0.0, 0.0], [0.0, 0.0, 0.0], [-0.1, 0.0, 0.0], [0.0, 0.0, 0.0], [0.0, 0.0, 0.1], [0.1, 0.0, 0.0], [0.0, 0.0, 0.1], [0.0, 0.0, 0.0], [0.0, 0.0, 0.0], [-0.2, 0.6, 0.2], [-0.1, -0.1, -0.1], [0.0, 0.0, 0.0], [0.1, 0.0, 0.0], [0.0, -0.1, 0.1], [-0.1, -0.1, 0.1], [-0.2, 0.3, 0.3], [0.0, 0.0, 0.0], [0.1, 0.0, 0.1], [0.1, 0.1, -0.1], [-0.3, 0.2, -0.1], [1.3, 0.2, 0.1], [0.0, 0.0, 0.0], [0.0, 0.1, 0.0], [0.0, 0.0, 0.0], [0.0, 0.0, 0.0], [0.1, 0.0, 0.0], [0.0, 0.0, 0.0], [0.1, -0.1, 0.1], [0.1, 0.1, -0.1], [0.0, 0.0, -0.1], [0.0, 0.0, 0.0], [0.0, 0.0, 0.0], [0.0, 0.0, -0.1], [0.0, 0.0, 0.0], [0.0, 0.0, 0.0], [0.0, 0.0, 0.0], [0.0, 0.0, -0.1], [0.1, 0.1, 0.0], [0.1, 0.1, 0.2], [-0.1, -0.2, 0.1], [0.1, 0.0, 0.0], [-0.1, 0.0, 0.0], [0.0, 0.0, 0.0], [0.1, 0.0, 0.1], [0.0, 0.0, 0.0], [0.0, 0.0, 0.0], [0.0, 0.0, 0.0], [-0.1, 0.0, 0.0], [0.0, 0.0, 0.0], [0.0, 0.0, 0.0], [0.0, 0.0, 0.0], [0.0, 0.0, 0.0], [0.0, 0.0, 0.0], [0.0, -0.1, 0.0], [0.0, 0.0, 0.0], [0.0, 0.0, 0.0], [0.0, 0.0, 0.0], [-1.1, -0.4, -0.3], [0.1, -0.2, 0.1], [0.0, -0.1, 0.1], [0.1, 0.0, 0.0], [0.0, 0.0, 0.0], [0.4, -0.6, -0.3], [0.0, 0.0, 0.0], [0.1, 0.0, 0.0], [0.0, 0.0, -0.1], [0.0, 0.0, 0.0], [-0.1, 0.0, 0.0]], "total_charge": -1, "homo_lumo_gap_ev": 7.274, "homo_ev": -4.851, "molar_mass_g_mol": 1096.22, "e_above_lowest_kcal_mol": 0.0, "lumo_energy_ha": 0.0890}



# 3
{"formula": "C31H24FeO5", "method": "the ωB97M-V functional and the def2-TZVPD basis", "species": ["Fe", "C", "C", "H", "O", "C", "H", "H", "C", "C", "H", "C", "H", "C", "C", "H", "C", "H", "C", "H", "C", "H", "C", "C", "O", "C", "C", "H", "C", "C", "O", "C", "C", "C", "C", "C", "H", "H", "C", "H", "H", "O", "C", "C", "H", "C", "H", "H", "C", "O", "C", "H", "C", "H", "H", "H", "C", "H", "H", "C", "H"], "xyz": [[-1.87762, 0.91602, -3.25662], [2.85871, 3.66476, 2.25476], [-1.55879, -0.72461, -2.11325], [0.66670, -1.72591, -4.45536], [0.67689, -2.85832, 1.10477], [3.67043, 0.23883, -0.79274], [0.40553, 4.64528, 4.41270], [-2.17706, -0.61986, 1.25599], [-3.60232, -2.65449, 3.58130], [-3.49273, -1.64819, 2.61522], [1.60876, 0.88147, -0.47793], [-2.46620, -3.38359, 3.95255], [2.95622, -2.33339, 2.03093], [-2.10902, 2.32786, -4.42113], [4.68357, -0.62380, -0.36693], [5.14634, -2.38166, 0.83360], [3.19272, -1.60070, 1.25864], [3.09147, 1.67148, 1.48607], [0.52535, 2.75511, 3.42121], [5.67193, -0.55970, -0.81083], [0.94828, -0.58303, 1.65919], [3.74623, 4.03334, 1.72780], [0.41777, 0.61096, 2.26424], [-0.55233, 0.06308, -4.42644], [-3.70920, 2.39946, -1.44262], [-1.10936, -2.06584, 2.43435], [2.14743, 4.51270, 3.11523], [3.83710, 0.92083, -1.62521], [1.20826, 1.87996, 2.55795], [0.22057, -1.87539, 1.71541], [-2.10766, 3.33008, -5.01011], [-2.78713, -1.01177, -4.23059], [-0.72440, 1.82009, -2.29137], [-1.78060, -0.43850, -4.98203], [-2.79169, -0.84110, -2.82968], [-0.39753, -1.59540, -2.56553], [-4.57048, -2.86177, 4.04080], [-0.78061, -2.57824, -2.91762], [-3.07031, 1.67449, -2.09071], [-0.33627, -3.65667, 3.66227], [-3.72502, -0.87204, -2.26665], [-0.11168, 2.57706, -1.64070], [4.41577, -1.60950, 0.59534], [0.36262, -0.93451, -3.73424], [-0.40700, 2.42433, 3.86514], [0.97647, 4.03475, 3.71506], [-2.55072, -4.19692, 4.67640], [-1.91287, -0.29771, -6.05942], [-1.22378, -3.08718, 3.38292], [-0.78023, 0.65280, 2.62515], [-2.25340, -1.38418, 2.02449], [0.27672, -1.83057, -1.72308], [2.42527, 0.22183, -0.16640], [2.49949, 5.52893, 3.31341], [-3.68034, -1.39395, -4.72471], [1.31275, -0.45725, -3.40011], [2.43729, 2.33638, 2.05040], [-4.35994, -1.05970, 2.30917], [0.00268, 0.79662, -5.03284], [2.21830, -0.62729, 0.93908], [-1.60133, -0.54574, -1.02670]], "atomic_forces_ev_per_a": [[0.7, 4.1, 1.0], [-0.3, -0.7, 0.2], [-0.5, -1.1, 0.2], [0.0, 0.3, 0.2], [0.1, -0.5, 0.0], [-0.1, -0.1, 0.1], [0.1, 0.0, -0.1], [0.0, -0.2, 0.2], [0.2, 0.1, 0.0], [0.4, -0.2, -0.1], [0.4, -0.1, 0.1], [-0.1, 0.1, -0.1], [0.1, 0.2, -0.2], [-0.4, 0.6, -0.6], [-0.3, -0.3, 0.0], [0.0, 0.3, 0.0], [-0.2, 0.4, -0.2], [-0.3, 0.4, 0.1], [-0.3, 1.1, 0.6], [-0.1, -0.1, -0.1], [-0.8, -1.7, 0.0], [-0.2, -0.2, 0.3], [2.0, 3.0, 0.3], [1.0, -0.9, -0.8], [0.6, -0.1, -0.4], [0.4, -0.2, -0.3], [0.2, 0.3, -0.2], [0.0, -0.1, 0.2], [-0.8, -1.7, -0.3], [-0.1, 0.9, 0.2], [0.1, -0.6, 0.4], [-1.1, -0.9, 0.1], [1.5, 2.3, 1.2], [1.4, -0.3, -1.9], [0.0, -2.1, 1.3], [0.6, -0.3, -0.2], [0.2, 0.0, -0.1], [0.0, 0.5, 0.2], [-2.0, 0.5, 0.9], [-0.2, 0.1, -0.1], [0.0, 0.0, -0.3], [-0.6, -1.6, -0.9], [-0.2, 0.5, 0.1], [0.4, -0.3, 0.3], [0.1, -0.1, -0.1], [0.2, -0.6, -0.2], [0.0, 0.2, -0.1], [-0.4, 0.1, 0.1], [-0.3, 0.1, -0.1], [-1.2, -0.6, 0.4], [-0.6, 0.0, 0.1], [-0.2, 0.2, -0.2], [0.1, -0.2, 0.4], [-0.1, -0.3, -0.1], [0.0, 0.3, 0.0], [-0.6, -0.1, 0.0], [0.9, 0.7, -0.2], [0.2, -0.2, 0.1], [-0.2, -0.6, -0.2], [0.4, -0.3, -0.7], [-0.2, -0.1, -0.5]], "total_charge": -2, "homo_lumo_gap_ev": [3.819, 5.868], "spin_multiplicity": 5, "homo_ev": [0.968, -2.087], "s2": 6.1187, "molar_mass_g_mol": 532.37, "lumo_energy_ha": [0.1759, 0.1389]}



In order of appearance, calculated total energy = -7802.1912, -150073.7181, -77155.2405 eV.